Entry 1:
Entry from the OMol25 dataset: a molecular structure, C31H43N4O3S5SeTl (ωB97M-V/def2-TZVPD).

```
! RIJCOSX wB97M-V def2-TZVPD def2/J DEFGRID3
* xyz 0 1
Tl -1.19720 -0.41777 0.04482
Se 0.14983 4.51767 1.64192
S 2.34582 -2.44595 -1.17020
S -1.06256 0.23394 3.45117
S -0.96934 -0.18450 -4.23105
S 1.37671 -1.87640 2.16843
S 2.99787 0.20982 4.62092
O -3.33338 -1.89489 1.63124
O 0.96702 -1.86258 -1.23567
O -1.72199 -0.24467 -2.93504
N -3.48653 4.90653 0.97731
N -3.09238 1.57591 -0.36304
N -4.46183 3.93382 -0.88997
N 0.23065 1.86867 0.30866
C -3.96953 -2.61593 0.56862
C 2.93158 -2.50023 -2.88779
C 2.71469 -1.57674 4.68169
C 1.34485 0.93504 4.80769
C 1.78539 2.64771 -5.07516
C -3.87587 1.69127 -1.44646
C 0.24421 1.11756 -4.06817
C -3.65509 3.82713 0.15843
C 0.20050 2.90938 0.83295
C -0.12017 -2.42701 3.01629
C -4.29484 -0.95735 2.12404
C 0.85402 1.62778 -5.20685
C 2.58372 -1.27587 -3.74491
C 5.53099 -0.46311 0.32823
C 1.42419 2.67810 -2.69269
C -5.60273 -1.72815 2.11447
C -5.48627 -2.54133 0.81954
C 2.68582 -2.29854 3.33825
C -4.56749 2.86012 -1.67624
C 2.07291 3.16714 -3.81893
C 0.09213 -1.67500 -4.20802
C -2.99414 2.61166 0.43940
C -0.73774 -1.45400 4.01576
C 4.74061 -1.44367 -0.25041
C 0.53447 1.09966 3.52062
C 3.65958 1.05395 0.33789
C 3.41527 -1.15245 -0.54957
C 2.86516 0.08219 -0.25645
C 0.50418 1.64838 -2.81753
C 4.98859 0.78293 0.62628
C 1.50104 -1.56857 -4.79120
H -3.80422 5.77803 0.58531
H -0.16905 -1.40842 4.94310
H 1.13015 0.83399 2.65368
H -0.84492 -2.61286 2.22209
H 0.23729 2.14328 3.40197
H 5.60227 1.53716 1.10131
H -5.64712 -2.38442 2.98457
H 0.80500 0.38793 5.58101
H -2.60522 4.95199 1.47298
H -5.98075 -2.02614 -0.00372
H -4.34067 -0.08452 1.45943
H 2.26684 -0.44808 -3.10646
H 2.48805 -3.41377 -3.29109
H 2.27173 3.05045 -5.95414
H -3.91423 0.85322 -2.12857
H 1.73844 -2.50941 -5.29502
H -2.36497 2.52349 1.31769
H 0.11265 -1.93037 -3.14749
H -3.96580 -0.62917 3.10831
H -1.73064 -1.82618 4.28175
H -0.02195 1.27986 -1.94998
H -5.93534 -3.52886 0.90933
H -0.50810 -2.41597 -4.73726
H 1.55361 1.92054 5.22573
H 1.82041 0.27895 -0.45181
H -3.57405 -3.63096 0.58477
H 6.56534 -0.67590 0.56535
H 5.14802 -2.42876 -0.45114
H 0.59393 1.24237 -6.18610
H 1.61706 3.09875 -1.71396
H 3.22180 2.01163 0.59124
H 1.81335 -1.77262 5.26130
H -6.47660 -1.07839 2.12904
H -3.70847 -2.15939 -0.39326
H 3.54411 -1.98370 5.26456
H 3.60146 -2.07092 2.78691
H 0.07684 -3.38650 3.50323
H 2.78911 3.97275 -3.72054
H 2.66598 -3.37879 3.50761
H -5.22178 2.95235 -2.53548
H 3.48816 -0.94094 -4.25479
H 4.00770 -2.66952 -2.81271
H 1.54183 -0.80384 -5.56804
*
```

Total energy: -169163.645 eV
F_max: 0.140 eV/A
Molecular weight: 963.388 g mol⁻¹
Energy above the lowest of the compared OMol25 structures with the same formula, charge and spin: 0.0 kcal/mol

Entry 2:
Entry from the OMol25 dataset: a molecular structure, C33H48P2Tc in a non-equilibrium geometry (ωB97M-V/def2-TZVPD).

```
! RIJCOSX wB97M-V def2-TZVPD def2/J DEFGRID3
* xyz 2 4
Tc 0.23544 0.67720 -1.47008
P -2.38715 -0.53772 -2.06030
P 2.37737 1.06638 -1.89333
C -0.44406 2.76914 -5.46687
C -3.41229 0.96964 -2.16771
C -1.03642 -1.50743 0.57378
C 1.04684 0.16659 -4.95470
C 0.63386 -2.27606 -1.23049
C -0.78134 -0.99246 1.84446
C -1.33095 -0.07230 -6.09256
C 0.14330 -1.19461 -0.31403
C 3.72637 0.03316 -2.56510
C -2.25471 -2.28403 0.26398
C 1.13671 -0.57862 0.60154
C -1.01457 4.93301 -1.64007
C -0.52310 2.68773 -0.78929
C 2.88779 2.81051 -2.00114
C -0.70107 -0.44052 -2.82093
C -1.28748 5.14085 2.04046
C -0.69213 3.57449 -1.83082
C -1.12222 2.92497 2.99607
C -1.40136 1.99778 -4.61537
C 0.52716 -0.46497 1.88972
C 1.53640 1.38077 -4.58876
C -1.29040 4.30660 3.15260
C 1.05039 2.72234 -5.09013
C -1.15018 5.46809 -0.38612
C -0.81190 3.19200 0.55448
C -0.95968 2.40903 1.70398
C -1.91870 0.81019 -5.02580
C -1.74873 -0.92603 2.96086
C -2.89845 -1.94904 -3.06792
C 1.19744 0.04051 3.09992
C 0.21702 -0.09143 -6.20666
C 2.61814 -0.73351 0.52982
C -1.07252 4.61218 0.74614
H -0.38056 -1.36433 -3.33628
H 0.49858 0.08763 3.92193
H -1.33282 6.53601 -0.22914
H -1.65257 -1.12812 -5.92462
H 1.61892 1.03517 2.93897
H -3.98739 -2.04558 -3.00497
H 4.41130 -0.24794 -1.75710
H -1.11277 2.25754 3.85376
H -3.01076 -1.60316 -0.19204
H 1.18024 -3.04243 -0.67013
H 3.07786 0.17042 0.08913
H -2.62332 -0.29962 2.72050
H 1.30700 -1.84812 -1.96857
H 2.89677 -1.62086 -0.05539
H 2.01025 -0.62883 3.39136
H -2.57622 -1.81357 -4.12160
H -2.71428 -2.69123 1.17433
H -0.73835 3.81979 -5.42076
H -0.52251 2.48865 -6.52138
H 1.65663 3.03621 -5.96901
H -2.07708 -3.12269 -0.42147
H 3.02271 -0.88231 1.53602
H -1.27765 -0.50485 3.84611
H -1.91485 2.53176 -3.80048
H -4.26927 0.73404 -1.52380
H 2.60205 3.11008 -3.01011
H -0.49852 0.37635 -3.51620
H -2.95309 0.52884 -4.73558
H -0.57454 3.20624 -2.84922
H 0.51545 0.59298 -7.01532
H -2.12734 -1.92187 3.23284
H -1.43254 4.71741 4.13258
H 2.62955 1.43237 -4.39862
H 1.26311 3.49382 -4.34180
H -2.93274 1.87949 -1.78437
H -3.80259 1.18540 -3.16508
H -1.73437 0.22061 -7.08947
H 3.25192 -0.85766 -2.97819
H 1.49564 -0.75238 -4.52223
H 3.98047 2.95139 -1.83833
H -0.21516 -2.76964 -1.70122
H -2.40485 -2.86764 -2.67815
H 4.27166 0.55047 -3.35862
H -1.45733 6.22389 2.14330
H 2.31943 3.43792 -1.29872
H -1.15426 5.55418 -2.52038
H 0.52106 -1.08065 -6.57321
H -0.95000 1.33782 1.53447
*
```

Total energy: -55751.567 eV
F_max: 3.918 eV/A
Molecular weight: 604.695 g mol⁻¹
Energy above the lowest of the compared OMol25 structures with the same formula, charge and spin: 175.6 kcal/mol

Entry 3:
Entry from the OMol25 dataset: 2 unconnected molecules or ions with the total composition C8H9BrO2 in a non-equilibrium geometry (ωB97M-V/def2-TZVPD).

```
! RIJCOSX wB97M-V def2-TZVPD def2/J DEFGRID3
* xyz 0 1
Br 3.04936 0.15438 1.15207
O 0.93660 0.48555 3.72211
O 0.15435 -1.35547 2.51790
C -1.15687 0.92025 -1.82076
C 1.19111 0.66639 0.99092
C 0.20833 -1.08367 -2.16215
C 0.19957 0.00338 2.67518
C 0.89042 -0.77437 -0.99143
C 0.44878 0.23098 -0.15168
C -0.79700 -0.22480 -2.63491
C -0.52349 1.05097 -0.61496
H -0.79096 1.86792 0.03169
H -0.71851 0.51550 2.79683
H 1.84777 0.67167 3.48813
H 0.61184 -2.03406 -2.67786
H -1.93304 1.56647 -2.17067
H 1.27419 1.70283 1.20814
H 0.73988 -1.70485 3.21513
H -1.29263 -0.31041 -3.52148
H 1.72809 -1.35664 -0.77705
*
```

Total energy: -82577.237 eV
F_max: 4.601 eV/A
Molecular weight: 217.062 g mol⁻¹
Energy above the lowest of the compared OMol25 structures with the same formula, charge and spin: 25.2 kcal/mol